ORCA calculation (wB97M-V/def2-TZVPD) on the ion C3H4N2O2P with charge -1.

Output
**E_HOMO**: -2.5 eV
**Structure (SMILES)**: O=c1[nH]cc([O-])n1P
**ΔE to the lowest compared entry with this formula, charge and spin**: 0.352 eV
**Net charge**: -1

Last column: natural (NBO) charge in e.
Positions of all 12 atoms, in Å:
O 1.4455 -1.9376 0.2792  -0.73
C 0.9705 -0.8187 0.2072  0.74
N 1.6144 0.3459 0.2417  -0.60
C 0.7647 1.4427 0.2915  -0.40
C -0.4953 0.9746 0.0353  0.53
O -1.6353 1.4128 0.1502  -0.72
N -0.3505 -0.5016 0.0941  -0.76
P -1.7471 -1.5264 0.1126  0.38
H 2.6348 0.4691 0.2372  0.39
H 1.1704 2.2479 -0.2482  0.17
H -1.9563 -1.9400 -1.3008  -0.08
H -2.4159 -0.1687 -0.1000  0.08